Entry 1:
A molecular structure, C26H36As3F3N2O2Rb at a distorted geometry. Source: the OMol25 dataset; level of theory: ωB97M-V with the def2-TZVPD basis set.

Summary:
Orbital gap (eV): 6.9
Energy above the lowest of the compared OMol25 structures with the same formula, charge and spin (eV): 1.277
Total charge: -1

Each line ends with the Mulliken charge.
Cartesian coordinates (Å):
H1 2.99036 -1.25389 -1.91136  0.42
F1 5.24380 10.72478 -2.02305  -0.26
C1 -2.38820 -1.73775 0.09983  -0.54
C2 5.81862 9.67627 -1.38348  0.86
C3 1.20791 -1.63564 3.17186  -0.08
C4 -5.12793 -3.98446 -0.36688  -0.98
H2 -0.82296 -0.61219 -1.75106  0.28
C5 -3.30654 -1.74917 -2.27490  -2.08
H3 -3.02220 -4.20503 1.68597  0.23
H4 -0.84258 -1.80433 2.58047  -0.03
C6 4.93078 8.48160 -1.34833  0.36
H5 -4.29604 -1.94216 -1.86515  0.30
H6 1.90979 7.53870 -0.13866  0.40
F2 6.12160 10.12345 -0.14156  -0.26
C7 2.86200 7.47466 -0.64876  -0.71
C8 1.03584 -4.32115 3.85364  -0.61
C9 0.01020 -2.31504 2.99282  0.66
H7 0.90647 -3.18703 -3.69016  0.35
H8 -1.24194 -4.10180 -0.78832  0.23
H9 -1.92321 -4.09674 -2.39672  0.55
H10 -3.25471 1.15542 2.55315  0.47
C10 -2.91960 -5.15784 1.16673  -1.09
C11 2.22828 -3.62740 4.03245  -0.49
H11 -3.21535 -0.67387 -2.44488  0.45
H12 3.42066 9.49864 -0.21445  0.34
C12 1.94141 -0.96310 -1.94397  -1.04
C13 -2.11289 -3.78251 -1.36740  -1.79
C14 2.33710 5.12364 -1.21342  -1.89
H13 -4.94631 -3.07570 0.20533  0.20
H14 -3.27086 -2.19311 0.54788  0.18
H15 -3.20346 -0.61091 2.65882  0.32
H16 -1.51512 -2.01796 0.69535  -0.36
C15 2.31064 -2.28186 3.70782  -0.50
N1 1.37722 -0.21899 2.87002  0.29
H17 -4.84396 0.18139 -0.94542  0.36
Rb1 0.21143 1.99175 0.02888  0.70
C16 3.70628 8.56777 -0.69252  -0.58
H18 1.66361 -0.76859 -2.98130  0.35
As1 -2.57969 0.21395 0.31715  0.42
H19 -4.87555 1.30037 0.41979  0.44
C17 -0.85943 -1.68951 -1.92281  -1.68
C18 3.21069 6.25440 -1.25766  0.58
C19 4.44915 6.19611 -1.91165  -0.60
H20 -1.69488 0.33306 2.71814  0.18
C20 -4.54275 0.31416 0.09273  -1.29
C21 -2.18696 -2.24027 -1.34434  2.59
H21 -1.87196 -5.45982 1.19200  0.33
H22 -3.51066 -5.91383 1.68309  0.50
F3 6.98798 9.43148 -2.00928  -0.29
H23 -5.79851 -4.62923 0.20264  0.41
H24 0.71297 -4.58837 -2.61241  0.34
As2 0.84556 -2.42490 -1.21717  0.34
H25 4.73698 5.26722 -2.38521  0.42
C22 1.22025 -3.63223 -2.74176  -1.26
C23 -2.68680 0.26969 2.27329  -1.07
C24 -0.07191 -3.65742 3.34591  -0.58
H26 3.09631 -4.13604 4.43436  0.36
H27 2.29583 -3.81956 -2.78165  0.42
N2 0.89381 0.32714 1.82400  -0.26
H28 1.83040 -0.03731 -1.37982  0.13
H29 -5.61634 -3.73168 -1.30714  0.32
H30 -5.04000 -0.44232 0.70682  0.32
H31 0.97066 -5.37287 4.11117  0.39
As3 -3.50202 -5.03641 -0.70684  0.28
O1 2.14874 0.44595 3.67834  -0.83
H32 -0.84280 -1.83927 -3.00544  0.91
H33 3.21246 -1.70653 3.86408  0.48
C25 1.60674 4.12768 -1.19148  0.71
H34 -3.23461 -2.24436 -3.24803  0.43
H35 -1.00842 -4.18798 3.20611  0.38
H36 6.25096 7.22063 -2.46351  0.41
C26 5.29765 7.29118 -1.95567  -0.36
O2 0.17602 -0.42298 1.05295  0.09

Force components x, y, z for each atom (eV/Å):
0.028 -0.001 0.012
0.118 0.017 0.041
0.216 -0.050 -0.158
-0.082 -0.159 -0.010
-0.054 0.111 -0.061
-0.025 0.059 -0.035
0.015 0.046 0.014
0.070 -0.086 0.043
0.014 0.011 -0.005
0.003 -0.009 0.078
-0.072 -0.041 0.025
-0.054 -0.032 0.018
0.019 0.013 -0.003
0.062 0.078 -0.087
0.025 0.034 0.007
0.072 0.035 -0.002
0.026 -0.086 0.092
0.035 -0.016 0.055
0.080 -0.001 0.027
-0.009 -0.001 -0.050
-0.038 0.048 0.025
0.025 0.071 0.004
-0.086 -0.033 0.006
-0.006 0.006 0.002
-0.018 -0.048 -0.010
0.002 0.051 -0.061
-0.017 0.170 -0.029
0.005 -0.054 -0.034
-0.069 -0.061 -0.053
0.029 -0.003 0.018
-0.010 -0.017 -0.007
-0.054 0.028 -0.080
0.067 -0.044 -0.011
0.315 -0.074 0.192
0.048 0.016 0.028
-0.090 1.129 -0.769
-0.089 -0.035 0.030
0.008 -0.015 -0.020
-0.489 -0.170 -0.056
-0.004 -0.004 0.009
-0.136 -0.118 0.167
-0.129 -0.039 0.017
0.088 0.021 -0.023
-0.030 -0.014 -0.048
-0.061 -0.024 0.047
0.067 0.007 0.034
-0.024 -0.009 -0.006
-0.019 -0.004 -0.015
-0.022 0.163 0.061
0.001 -0.015 -0.010
-0.018 0.008 0.013
0.002 0.054 -0.009
0.002 0.002 0.001
0.016 0.018 -0.057
0.101 -0.032 0.054
-0.008 0.060 -0.028
-0.013 0.020 -0.005
-0.052 -0.006 0.018
0.406 -0.632 1.160
-0.019 -0.167 0.095
-0.008 -0.001 0.023
0.013 0.033 -0.036
0.010 0.062 -0.010
-0.021 -0.057 0.025
-0.405 -0.215 -0.368
-0.018 -0.019 -0.045
-0.024 -0.010 0.003
0.290 0.498 -0.181
0.017 0.028 0.041
0.075 0.056 0.030
-0.034 -0.031 0.002
-0.014 -0.130 -0.048
-0.046 -0.389 -0.090

=====

Entry 2:
A molecular structure, C26H36Br13FN2OSi2 at a distorted geometry. Source: the OMol25 dataset; level of theory: ωB97M-V with the def2-TZVPD basis set.

Summary:
Orbital gap (eV): 8.3
Total charge: 0

Each line ends with the Mulliken charge.
Cartesian coordinates (Å):
C1 -0.23596 -2.20639 0.96699  0.07
C2 -3.32315 3.09112 0.72392  -0.64
H1 -0.32025 -3.00818 0.18458  0.29
Br1 -3.89293 5.36354 6.17467  -0.05
Br2 0.18461 -6.64831 -2.41012  0.01
C3 -2.36636 2.85862 -0.33985  -0.93
C4 3.22794 3.46356 -0.73421  -0.06
Br3 -3.09660 0.55780 -4.86013  0.02
H2 2.78315 -4.14385 -1.79534  0.61
Br4 -5.02166 0.79633 3.98564  0.12
Br5 -1.44867 5.82870 4.15575  -0.04
N1 3.30008 4.54342 -0.04303  -0.65
C5 -0.66802 -1.50016 3.09630  -0.43
H3 4.66143 -4.52325 0.90594  0.34
C6 2.99473 -3.18461 0.13966  1.07
H4 4.88092 -0.28801 1.35843  0.50
C7 -0.71429 -6.55936 -4.12120  -0.37
C8 -0.85515 1.39493 -1.83897  -0.13
F1 3.13026 0.95397 3.42094  -0.34
H5 2.71858 -2.02431 -2.71059  0.44
C9 3.57747 -4.61081 0.61653  -1.32
H6 1.25099 -4.08806 -0.88789  -0.10
H7 0.02228 2.06348 -1.65435  -0.23
H8 -1.93572 3.72335 -0.90906  0.35
H9 -0.20061 -0.09599 -3.30183  0.34
C10 -3.36297 5.61537 4.32966  -0.37
H10 4.17856 4.55250 0.48873  0.28
H11 -4.65470 2.08317 2.32671  0.35
H12 -1.52564 -7.27886 -4.09173  0.36
C11 3.83136 0.10552 1.20314  -0.22
H13 -3.81802 6.54082 3.99221  0.38
H14 3.89439 -2.53774 -0.00811  -0.23
Br6 -4.02750 4.20162 3.18627  0.14
Br7 -6.99554 3.00477 5.21496  -0.05
O1 2.15624 0.74562 -1.27097  -0.67
H15 2.32646 3.31873 -1.37789  0.27
H16 -3.61132 4.13522 0.94338  0.51
H17 -2.22456 -0.66366 -0.23497  0.03
C12 -6.18708 1.26579 5.46050  -0.37
C13 3.66221 1.34119 2.17000  -0.45
H18 0.70229 -2.00706 -3.96461  0.29
C14 0.42562 -0.96695 0.55756  1.16
C15 -2.52565 0.37934 0.00329  -0.13
C16 -2.73088 2.20327 -5.80628  -0.38
H19 -3.91934 -0.27017 1.63571  0.26
H20 1.10810 -3.69419 -3.50915  0.43
H21 2.97534 2.11244 1.72233  0.23
N2 -0.77629 -2.50310 2.18126  -0.62
H22 -3.19653 2.11954 -6.78255  0.36
Br8 0.45265 -7.07891 -5.57306  -0.01
H23 2.39703 -2.82061 1.01692  -0.13
C17 4.42505 2.42177 -0.68831  -0.67
H24 -0.29980 -2.86659 -2.62910  0.26
H25 2.97967 -4.96122 1.49768  0.30
H26 4.96071 2.53089 -1.66779  0.45
Si1 3.70882 0.62837 -0.61393  0.35
C18 -3.91207 1.96170 1.48488  -0.23
C19 2.14940 -3.45673 -1.15590  -1.19
C20 0.69786 -2.72574 -3.10860  -1.35
C21 1.81151 -2.20627 -2.06312  1.11
H27 -1.26894 -0.83459 -2.00406  0.41
H28 3.46411 -5.38854 -0.19251  0.31
Br9 5.17985 -0.58726 -1.89749  -0.38
Si2 1.14997 -0.64724 -1.19022  -1.09
H29 5.11078 2.62969 0.17447  0.39
Br10 -3.52963 3.72809 -4.92562  -0.01
Br11 -5.27924 1.12900 7.16297  -0.02
H30 0.94939 1.10027 1.37565  0.59
H31 3.13016 -0.69908 1.53218  0.18
Br12 -1.50720 -4.82204 -4.42592  0.00
H32 -6.99402 0.54071 5.47122  0.38
C22 -1.92582 1.48938 -0.71056  1.07
C23 -0.41757 -0.12040 -2.19370  -0.76
Br13 -0.83498 2.45252 -6.10132  -0.02
C24 -3.49985 0.61157 1.08375  -0.52
C25 0.48264 0.11043 1.57992  -0.16
H33 4.65094 1.86116 2.30803  0.28
H34 -1.34776 1.78692 -2.79587  -0.02
H35 -0.07325 0.55959 3.73722  0.43
C26 -0.08898 -0.17396 2.90100  -0.77
H36 -1.07910 -1.71361 4.11900  0.34

Force components x, y, z for each atom (eV/Å):
0.543 0.905 -0.735
0.561 -2.165 -1.272
0.038 0.711 0.945
0.110 0.017 -0.196
-0.089 0.030 -0.225
-0.673 -1.775 0.951
1.531 0.593 1.040
0.043 0.185 -0.086
-0.688 0.687 0.573
-0.550 -0.551 1.425
-0.247 -0.093 0.010
-0.409 -0.914 -0.632
0.296 1.313 0.345
-1.111 -0.222 -0.228
0.469 -1.858 0.450
-1.088 0.193 -0.252
-0.061 -0.029 -0.013
-1.198 -1.096 -0.801
0.620 0.253 -1.035
-0.833 0.167 0.912
-0.307 0.373 0.089
0.719 0.914 -0.252
-0.697 -0.635 0.093
-0.491 -0.887 0.676
-0.189 -0.300 1.137
-0.284 0.054 0.033
-0.251 0.063 -0.109
1.177 0.108 -2.028
0.132 0.110 0.000
0.546 -0.221 1.064
0.096 -0.118 0.089
-1.004 -0.216 -0.227
0.257 1.332 1.935
0.079 -0.259 0.048
1.083 -1.945 1.170
0.918 -0.158 0.465
0.311 -1.080 -0.657
-0.373 0.977 0.313
-0.061 -0.158 0.065
-0.114 0.347 -0.836
-0.569 -0.660 0.647
-0.166 0.740 2.781
-0.443 1.787 0.524
-0.052 0.008 -0.055
0.473 0.879 -0.717
-0.688 0.768 0.432
0.404 -0.718 0.629
1.092 2.221 -0.571
0.082 0.015 0.149
-0.124 0.112 0.212
0.436 0.040 -1.084
-1.515 -0.030 -1.005
0.838 0.108 -0.586
0.684 0.159 -0.698
-0.219 -0.135 0.891
0.398 1.427 -0.223
1.763 -0.713 -2.764
0.927 0.166 0.045
1.655 0.370 0.206
-0.347 -1.418 -0.482
0.863 0.766 -0.348
0.266 0.826 0.797
-0.693 0.278 0.487
-2.000 0.229 -0.988
-0.589 -0.047 -0.891
0.155 -0.225 -0.062
-0.085 0.063 -0.241
-0.460 -0.910 0.080
0.480 0.654 -0.389
-0.072 -0.381 -0.106
0.126 0.117 0.011
-1.115 1.214 1.454
0.280 1.424 -0.035
-0.225 -0.039 0.106
0.501 1.711 -0.550
-1.144 -2.383 0.808
-0.940 -0.638 0.241
0.596 -0.289 1.322
-0.012 -0.690 -0.855
0.249 -1.534 -2.275
0.378 0.077 -1.139

=====

Entry 3:
A molecular structure, C26H36CeN3O3 at a distorted geometry. Source: the OMol25 dataset; level of theory: ωB97M-V with the def2-TZVPD basis set.

Summary:
Orbital gap (alpha / beta) (eV): 5.7 / 5.7
Energy above the lowest of the compared OMol25 structures with the same formula, charge and spin (eV): 1.098
Total charge: +1

Each line ends with the Mulliken charge.
Cartesian coordinates (Å):
C1 -2.72944 -0.12729 2.23345  1.27
H1 3.10743 1.93626 -4.48433  0.31
H2 -4.88992 0.07007 -4.03358  0.45
C2 1.58862 1.51545 -3.04011  -0.35
C3 -1.31234 1.95489 4.98038  -1.08
H3 -0.27004 1.88738 -4.05981  0.17
C4 1.97539 3.44592 4.60166  -0.80
C5 3.48517 -0.26253 -1.92985  -0.59
H4 2.50580 -3.79903 1.11954  0.46
Ce1 -0.62622 -0.72465 -0.28258  0.74
C6 -1.17112 -2.71271 -1.75073  -1.40
C7 -0.09038 2.32513 4.38855  0.94
H5 1.83474 4.14014 3.77163  0.34
C8 -1.89379 0.82968 2.90855  0.46
H6 -4.60064 -1.12844 2.38885  0.34
H7 2.50651 3.94537 5.39980  0.26
H8 -0.26793 -3.18039 -2.16063  0.42
C9 0.56648 2.45127 -3.63924  -1.33
H9 2.29870 -0.25707 2.39458  0.38
C10 -3.25577 0.66490 -2.64473  -0.71
O1 0.71250 3.03569 5.15281  -0.44
H10 -2.73495 1.48972 -3.10675  0.46
C11 2.85137 1.36148 -3.59983  -0.69
N1 1.76436 -0.78123 -0.19883  0.22
H11 -4.60193 0.43642 1.55160  0.26
N2 -2.90460 0.17617 -1.39392  -0.07
H12 0.36432 0.97193 -1.44603  0.93
C12 -3.76482 -0.80247 -1.14423  -0.49
H13 -4.52121 0.40455 3.30652  0.50
H14 -1.71916 -3.50338 -1.22583  0.38
C13 3.98865 -1.60121 0.78397  -2.23
C14 -4.20070 -0.11535 2.40877  -1.46
H15 -5.22588 -2.93024 -2.66736  0.33
C15 -2.19165 1.22697 4.24079  -1.02
C16 3.79787 0.47490 -3.05846  0.18
H16 2.26374 -3.37310 -0.58887  0.29
H17 4.21728 -0.95631 -1.55659  0.33
H18 4.35628 -0.57060 0.77614  0.46
H19 0.94315 -3.22820 0.56554  0.26
H20 4.45820 -2.15548 -0.02870  0.45
H21 0.86301 -1.21462 2.15203  0.31
H22 5.43052 -0.72852 -3.79106  0.37
O2 -0.47019 1.09439 1.00019  -0.47
C17 1.30468 0.77006 -1.91037  0.00
H23 4.31273 -2.06468 1.71563  0.49
H24 0.99778 3.04905 -4.44157  0.41
H25 -3.77541 -1.41937 -0.25831  0.59
C18 1.94559 -1.25447 2.12566  -1.67
C19 -5.65769 -2.02194 -2.26271  -0.89
H26 -1.51674 2.24300 6.00634  0.46
H27 5.92275 0.80226 -3.07778  0.31
H28 2.26453 -1.96911 2.88423  0.57
H29 -6.08052 -2.22627 -1.28623  0.33
H30 1.10835 2.34872 2.57974  0.55
C20 2.46775 -1.66615 0.74397  1.82
H31 2.55233 2.58686 4.26522  0.34
H32 0.16889 3.13477 -2.88624  0.36
C21 0.20949 2.00170 3.07162  0.04
H33 -3.11680 0.90665 4.70522  0.27
C22 -0.70054 1.29176 2.30737  -0.31
C23 2.01823 -3.09706 0.43896  -1.44
H34 -6.45197 -1.68182 -2.91787  0.33
N3 -4.63971 -0.96067 -2.14986  0.18
H35 -1.78454 -2.41458 -2.60640  0.41
C24 5.15926 0.32314 -3.69240  -1.59
O3 -2.24689 -0.99888 1.44517  -0.67
C25 -4.32511 -0.02333 -3.11579  -0.30
C26 2.23107 -0.12335 -1.29573  0.91
H36 5.19509 0.77785 -4.68116  0.38

Force components x, y, z for each atom (eV/Å):
0.581 0.000 0.083
0.022 -0.034 0.059
0.098 -0.039 0.193
0.434 -0.088 -0.442
-0.071 -0.094 0.035
0.010 0.008 -0.002
-0.198 0.026 0.107
-0.239 0.038 -0.032
-0.053 -0.081 -0.048
0.998 0.030 0.370
0.237 0.280 0.276
-0.265 -0.060 -0.398
-0.088 -0.021 0.022
-0.410 -0.320 0.057
-0.022 0.026 -0.012
-0.009 0.048 0.147
0.107 0.225 0.177
0.099 -0.096 0.085
0.024 -0.048 -0.033
0.237 0.064 0.316
0.986 0.515 0.321
-0.011 -0.095 0.085
0.093 0.055 -0.163
-1.709 -0.093 0.196
-0.007 -0.016 0.016
0.341 -0.325 -0.072
-0.461 0.852 0.336
-0.165 0.043 -0.282
-0.020 -0.011 -0.049
-0.012 0.136 0.232
0.174 0.121 -0.019
-0.297 -0.179 0.157
0.138 -0.063 -0.062
-0.192 -0.088 -0.210
-0.285 0.236 -0.122
0.041 0.040 0.060
0.012 -0.017 0.037
-0.077 -0.124 -0.014
-0.277 0.036 0.054
-0.039 0.035 0.041
-0.524 -0.057 0.037
-0.016 0.009 0.017
-0.279 -0.879 0.257
0.630 -0.528 0.043
0.072 -0.017 0.033
0.011 -0.047 0.045
-0.012 0.027 -0.052
0.476 -0.064 0.051
0.240 0.470 0.051
0.059 -0.044 -0.172
0.002 0.010 0.019
-0.006 0.016 0.095
0.000 0.011 0.135
-0.080 -0.024 0.064
-0.535 0.150 -0.203
0.003 -0.105 0.019
0.001 -0.021 0.004
0.162 0.257 -0.228
0.069 -0.020 -0.065
0.029 -0.406 -0.787
0.450 -0.192 0.078
-0.029 0.071 -0.040
-0.211 -0.165 -0.243
-0.022 0.267 0.049
-0.130 0.034 0.011
0.244 0.472 -0.253
-0.214 -0.271 0.012
-0.080 0.121 -0.487
-0.033 0.002 0.013

=====

Number 1: electronic energy -225940.905 eV. Number 2: electronic energy -961598.027 eV. Number 3: electronic energy -51082.005 eV.